Below is a molecular structure, C54H48BrN8O4SeTl, with properties calculated with ωB97M-V/def2-TZVPD.

```
117
Properties=species:S:1:pos:R:3:mulliken_charge:R:1
H -18.76749 -13.27279 -5.76421 0.15
Se -21.93043 -13.11782 -6.86695 -0.38
C -15.37262 -11.31636 -2.25124 0.47
N -15.61283 -11.33957 0.18238 0.11
H -14.95204 -8.59296 0.14183 -0.08
C -13.56872 -13.15142 -4.53612 -1.56
H -21.85183 -13.58412 -4.10526 0.21
H -19.00197 -12.84610 -2.75375 -0.09
H -15.72043 -9.24049 -2.59116 -0.16
H -17.93495 -8.97382 2.15877 -0.22
H -19.10263 -7.04950 -2.76924 0.50
C -14.80309 -8.54203 1.21139 -1.46
H -13.48423 -9.37275 -1.35822 0.34
H -19.99100 -12.48600 3.51210 0.57
H -22.50221 -10.27189 -1.87482 0.60
H -16.77777 -8.87401 4.36165 0.44
C -15.27286 -12.20273 2.34029 1.75
H -14.94466 -12.92317 4.37106 0.27
O -23.94998 -11.53447 2.65800 -0.71
C -18.53538 -11.74711 4.92510 -1.21
C -16.96858 -7.43853 -1.09734 -0.42
C -17.65686 -13.25585 -5.52493 -0.17
H -16.37140 -13.36190 0.99740 0.44
C -18.17270 -6.54098 -0.85594 0.55
C -21.53405 -15.70611 -1.92937 -0.30
C -19.95437 -14.81997 -0.37769 -0.37
C -15.79778 -13.52301 1.83290 -2.18
C -21.22395 -8.22662 1.00604 -0.02
H -13.19903 -10.15743 0.22699 0.50
Br -17.28631 -5.65095 1.70293 -0.10
H -14.19953 -10.70555 5.19536 0.54
C -18.45334 -5.65921 0.21058 0.62
N -22.30445 -10.38053 -6.21541 0.00
H -20.79648 -5.43522 -2.71408 0.47
C -22.59380 -9.66360 -2.76037 0.18
H -14.24121 -8.75227 3.73402 0.47
C -23.09387 -11.29052 1.83844 -0.25
N -15.60853 -12.54916 -2.60975 -0.51
C -14.47350 -9.71259 3.33421 -1.14
C -22.30231 -9.36680 3.21503 -0.66
H -22.81200 -6.43532 -3.92501 0.50
H -21.05951 -3.82612 -0.82266 0.37
C -17.31301 -12.81393 -4.28727 0.77
C -22.63344 -8.29973 -2.70893 -0.63
H -16.38311 -14.07769 2.55328 0.47
C -15.24829 -11.04735 1.49566 -0.26
C -17.53227 -9.64268 4.13337 -0.55
C -18.36963 -12.22617 -3.35352 -0.08
H -21.29319 -12.58238 -2.83758 0.15
H -17.14728 -14.11097 -7.43480 0.45
C -23.08278 -13.13961 0.34859 -0.24
C -22.53610 -10.25899 -4.00158 0.25
C -22.06730 -14.08761 -0.26170 0.84
H -17.93884 -11.48794 -2.63992 -0.34
H -22.23428 -10.19876 -7.18069 0.21
O -16.05381 -6.83652 -1.71694 -0.84
H -22.98993 -12.91660 -2.95380 0.58
C -15.48598 -10.14077 -3.18790 -1.01
C -14.86784 -9.83795 2.00758 2.07
C -14.91153 -11.04793 -0.81900 0.24
H -18.71135 -12.52176 5.63304 0.54
H -12.68070 -10.98012 -1.17434 0.39
H -19.48597 -4.06435 1.12202 0.50
H -15.00212 -14.17273 1.48401 0.34
C -22.47575 -9.49737 -5.16946 0.30
C -20.29777 -4.60573 -0.80977 -0.46
C -21.66259 -8.15258 3.35181 -0.62
C -15.03072 -13.28008 -4.87115 1.29
H -19.49261 -16.21832 -1.95878 0.53
C -22.56831 -8.09859 -5.16096 -1.20
C -19.09771 -10.81871 2.68252 -0.42
H -22.47663 -7.54387 -6.04882 0.46
H -13.36694 -12.30285 -3.95100 0.26
C -22.38764 -9.93315 1.97507 0.60
C -15.42353 -13.69519 -6.17478 -0.69
H -21.60871 -7.73268 4.33292 0.42
H -20.45225 -6.66381 2.31864 0.34
C -22.19767 -11.66687 -5.74762 -0.10
H -13.28604 -13.97123 -3.89937 0.34
Tl -19.82485 -11.19260 0.36262 0.51
H -14.65075 -13.89668 -6.96278 0.22
C -19.42737 -4.68144 0.26344 -0.75
C -17.73167 -10.60828 5.10374 0.78
C -22.11353 -12.69826 -3.50809 -1.18
H -13.83305 -8.03217 1.35774 0.31
C -17.09414 -10.57703 6.41808 -0.15
H -21.81721 -16.26239 -2.79845 0.46
C -21.07202 -7.55703 2.26076 -0.62
H -14.46041 -9.92171 -3.64191 0.25
N -22.33604 -11.58169 -4.41351 0.38
C -22.50433 -14.97939 -1.24355 -0.68
C -20.23350 -15.61400 -1.50338 -0.64
C -15.98623 -12.85424 -3.91205 0.12
C -19.11051 -6.48210 -1.86387 -0.54
H -18.91141 -14.75766 -0.11764 0.40
H -16.19468 -10.22860 -4.00810 0.45
H -15.59060 -7.93094 1.66273 0.08
C -14.38670 -10.84746 4.16352 -0.92
H -12.97468 -13.15804 -5.43187 0.40
C -14.79627 -12.07686 3.65428 -0.54
C -19.28875 -11.71728 3.70235 -0.45
N -22.53630 -12.04632 0.85086 0.29
H -20.86493 -7.76347 0.08751 0.59
C -18.19192 -9.79590 2.90472 0.81
H -22.58759 -7.73158 -1.75629 0.38
O -16.99352 -8.62218 -0.80722 -0.12
N -16.61649 -10.60866 7.48822 -0.70
C -13.48558 -10.34187 -0.78921 -1.64
H -22.71532 -9.95888 4.04864 0.41
H -23.55832 -14.94494 -1.52580 0.45
H -19.02858 -11.69914 -4.01145 0.14
C -20.15925 -5.51369 -1.86006 -0.77
C -16.76616 -13.72806 -6.49922 -0.89
C -22.69276 -7.50009 -3.92812 -0.74
N -21.93872 -9.33386 0.84847 0.00
O -24.27735 -13.48653 0.23523 -0.78
N -20.84720 -14.04486 0.24898 -0.24
```

Calculated values
HOMO level   -2.466 eV
Relative energy (zero: lowest compared OMol25 entry of this formula, charge and spin)   142.1 kJ/mol
Calculated total energy   -7973.5647 hartree
LUMO level   0.1317 hartree
Net charge   -2

---

Below is a single C15H21N5O molecule, with properties calculated with ωB97M-V/def2-TZVPD.

```
42
Properties=species:S:1:pos:R:3:mulliken_charge:R:1
N 1.11958 -1.75737 1.34828 0.10
C 0.10743 -1.49166 -0.85623 0.55
H -2.98506 -1.16366 4.89538 0.27
C -1.19226 2.30752 -4.03415 -0.66
H 0.72631 5.69160 -2.43701 0.35
H 1.22916 0.22496 5.20602 0.42
C 0.69485 -1.69559 -2.09846 -0.63
C 0.52751 -1.32811 2.46921 0.85
N -0.77382 -1.59572 2.64086 -0.40
H 0.87291 2.65071 -2.17518 0.19
H 0.93027 -3.29481 -0.03056 0.42
H 0.91693 -0.97304 -4.10558 0.44
C 1.25742 4.76286 -2.23905 -1.50
N -0.62468 -0.50849 4.74172 -0.68
H 1.65676 4.80362 -1.22865 0.40
C -1.29521 -1.16587 3.78314 0.45
C 0.46898 -0.81707 -3.13676 -0.60
H -0.57943 -2.73974 0.74857 0.42
C 2.49627 -1.44884 1.06062 -0.93
C -0.93231 0.51262 -1.71541 -0.29
N -2.60960 -1.37525 3.98913 -0.37
H -1.99651 2.30132 -3.29241 0.31
O -0.50485 1.07292 -4.07076 -0.44
H -3.11092 -1.96961 3.35480 0.24
H 2.09031 4.69016 -2.93484 0.35
H -1.16272 -0.20953 0.27905 0.47
H 2.91685 -0.92475 1.91453 0.38
H 1.33307 -2.55310 -2.25749 0.31
H 2.56492 -0.81896 0.16988 0.27
C -0.25105 3.49474 -3.80798 -0.56
H 0.56780 3.41939 -4.52649 0.30
H 3.05380 -2.37190 0.88311 0.26
C 0.32402 3.56855 -2.39533 0.07
C -0.70352 -0.37939 -0.68369 -0.54
H -1.56769 1.36411 -1.53053 0.24
N 1.28279 -0.67171 3.37223 -0.58
C 0.36466 -2.41876 0.30386 -1.37
C 0.64617 -0.30310 4.46025 -0.13
H -1.64616 2.39871 -5.02697 0.33
H -0.49132 3.65380 -1.67303 0.21
C -0.34663 0.30322 -2.96066 0.64
H -0.80634 4.41046 -4.02297 0.38
```

Calculated values
HOMO level   -8.258 eV
SMILES   CCCCOc1ccc(CN(C)c2ncnc(N)n2)cc1
Relative energy (zero: lowest compared OMol25 entry of this formula, charge and spin)   0.0 kJ/mol
Calculated total energy   -933.2478 hartree
LUMO level   0.0300 hartree
Net charge   0